1.
Entry from the OMol25 dataset: a 2-piece molecular cluster, C6H12ClNO2 overall at a distorted geometry (ωB97M-V/def2-TZVPD).

## Properties
Charge: 0
Largest force on an atom (hartree/bohr): 0.0902
Energy relative to the best compared isomer or geometry (same formula, charge and spin) (kcal per mole): 139.4
2S+1: 1
Molecular weight (g mol⁻¹): 165.62
Frontier orbital gap (alpha / beta) (Eh): 0.2948 / 0.2948

The geometry in XYZ format:
```
22
C6H12ClNO2 | the OMol25 dataset | ωB97M-V/def2-TZVPD
C -0.828 1.715 -1.101
C -0.422 1.365 1.351
C 0.976 -1.620 0.947
C 0.959 -1.154 -1.427
C -0.786 0.813 0.120
C 1.122 -0.635 -0.099
N -1.458 -0.387 0.177
O -1.779 -0.948 -0.883
O -1.721 -0.860 1.297
Cl 2.213 0.623 0.095
H -1.030 0.962 -1.890
H -1.619 2.452 -1.151
H -0.001 2.464 -1.117
H 0.087 2.252 1.087
H 0.217 0.783 1.974
H -1.297 1.647 2.081
H 0.165 -1.353 1.665
H 0.760 -2.548 0.518
H 1.816 -1.719 1.608
H 1.128 -0.424 -2.168
H -0.109 -1.454 -1.385
H 1.605 -1.973 -1.697
```

Atom charges from the natural (NBO) analysis, given in e for atoms 1 to 8: -0.693, -0.675, -0.743, -0.734, 0.176, 0.160, 0.431, -0.481

---

2.
Entry from the OMol25 dataset: a single C2H3ClO2 molecule at a distorted geometry (ωB97M-V/def2-TZVPD).

## Properties
Charge: 0
SMILES string: C=C(Cl)OO
Largest force on an atom (hartree/bohr): 0.1376
Energy relative to the best compared isomer or geometry (same formula, charge and spin) (kcal per mole): 104.5
2S+1: 1
Molecular weight (g mol⁻¹): 94.50
Frontier orbital gap (Eh): 0.3487

The geometry in XYZ format:
```
8
C2H3ClO2 | the OMol25 dataset | ωB97M-V/def2-TZVPD
C -0.980 1.045 0.061
C 0.143 0.152 0.192
O 0.768 -2.014 -0.085
O -0.210 -1.085 0.439
Cl 1.762 0.602 0.192
H -0.847 2.089 0.212
H -1.877 0.622 -0.231
H 1.239 -1.411 -0.781
```

In elementary charge units, the natural (NBO) charges are: -0.469, 0.189, -0.415, -0.234, 0.050, 0.210, 0.215, 0.455

---

3.
Entry from the OMol25 dataset: a single C3H7O2P molecule at a distorted geometry (ωB97M-V/def2-TZVPD).

## Properties
Charge: 0
Largest force on an atom (hartree/bohr): 0.1287
Energy relative to the best compared isomer or geometry (same formula, charge and spin) (kcal per mole): 50.5
<S²>: 2.004
2S+1: 3
Molecular weight (g mol⁻¹): 106.06
Frontier orbital gap (alpha / beta) (Eh): 0.1789 / 0.3317

The geometry in XYZ format:
```
13
C3H7O2P | the OMol25 dataset | ωB97M-V/def2-TZVPD
C -1.991 -0.002 0.272
C 1.137 -1.248 -0.031
C 0.309 1.368 -0.893
O -1.823 -0.777 -0.624
O -0.972 0.239 1.117
P 0.531 0.386 0.434
H -2.965 0.451 0.618
H 1.497 -1.827 0.913
H 0.358 -1.717 -0.650
H 2.042 -1.225 -0.650
H -0.442 2.188 -0.666
H 1.155 1.667 -1.525
H 1.164 0.496 1.683
```

Atom charges from the natural (NBO) analysis, given in e for atoms 1 to 8: 0.611, -0.978, -0.621, -0.573, -0.821, 1.108, 0.139, 0.248

---

4.
Entry from the OMol25 dataset: C4H7NO2 as an isolated structure (ωB97M-V/def2-TZVPD).

## Properties
Charge: 0
Largest force on an atom (hartree/bohr): 0.0169
Energy relative to the best compared isomer or geometry (same formula, charge and spin) (kcal per mole): 115.6
2S+1: 1
Molecular weight (g mol⁻¹): 101.10
Frontier orbital gap (Eh): 0.3298

The geometry in XYZ format:
```
14
C4H7NO2 | the OMol25 dataset | ωB97M-V/def2-TZVPD
C -2.422 -0.183 -0.149
C -1.108 0.475 -0.085
N -0.420 1.435 -0.220
O -0.098 -1.056 0.423
C 1.123 -0.804 0.661
C 2.026 0.615 -0.431
O 3.020 1.054 0.086
H -2.607 -0.718 0.783
H -3.197 0.566 -0.325
H -2.412 -0.909 -0.965
H 0.823 0.968 -0.047
H 1.441 -0.382 1.627
H 1.865 -1.447 0.165
H 1.966 0.388 -1.522
```

Atom charges from the natural (NBO) analysis, given in e for atoms 1 to 8: -0.698, 0.490, -0.487, -0.618, 0.091, 0.214, -0.498, 0.260

---

5.
Entry from the OMol25 dataset: a 11-piece molecular cluster, C16H50F3O13S overall at a distorted geometry (ωB97M-V/def2-TZVPD).

## Properties
Charge: -1
Largest force on an atom (hartree/bohr): 0.0398
2S+1: 1
Molecular weight (g mol⁻¹): 539.62
Frontier orbital gap (Eh): 0.3486

The geometry in XYZ format:
```
83
C16H50F3O13S | the OMol25 dataset | ωB97M-V/def2-TZVPD
C -0.319 1.597 0.305
F -1.510 1.047 0.109
F -0.508 2.923 0.294
F 0.187 1.193 1.465
S 0.820 1.229 -1.087
O 0.137 1.770 -2.237
O 2.037 1.907 -0.705
O 1.019 -0.220 -1.176
O 0.425 1.962 -5.332
H 0.467 2.037 -4.370
H -0.319 1.372 -5.484
O -0.902 -1.679 0.290
H -0.211 -1.200 -0.202
H -0.436 -2.019 1.068
O 3.573 2.894 -2.967
H 3.176 3.769 -2.976
H 3.176 2.463 -2.197
O -1.391 -1.059 -3.103
H -0.728 -0.609 -2.564
H -1.696 -1.770 -2.530
O -0.632 4.496 -3.065
H -0.474 3.621 -2.683
H -1.400 4.374 -3.630
C 2.733 3.351 2.637
C 3.979 2.547 2.217
C 3.757 1.077 2.539
O 4.214 2.712 0.834
H 2.470 3.013 3.647
H 1.900 3.059 1.994
H 2.865 4.429 2.629
H 4.815 3.023 2.734
H 2.786 0.784 2.124
H 3.666 0.896 3.613
H 4.533 0.501 2.038
H 3.381 2.521 0.371
C 4.321 -0.942 -2.303
C 3.396 -2.080 -2.733
C 2.955 -2.899 -1.529
O 2.304 -1.609 -3.484
H 4.707 -0.386 -3.152
H 5.095 -1.333 -1.638
H 3.730 -0.242 -1.700
H 3.977 -2.740 -3.389
H 3.820 -3.377 -1.048
H 2.183 -3.638 -1.715
H 2.669 -2.197 -0.734
H 1.719 -1.099 -2.908
C -2.936 0.379 2.836
C -3.998 -0.257 1.961
C -3.872 -1.781 1.998
O -5.310 0.023 2.517
H -2.851 1.457 2.671
H -1.954 0.013 2.517
H -3.014 0.188 3.908
H -3.912 0.128 0.953
H -4.131 -2.130 3.002
H -2.865 -2.131 1.766
H -4.575 -2.237 1.300
H -5.252 -0.257 3.435
C -4.901 -1.267 -3.294
C -5.254 -0.617 -1.980
C -4.698 0.798 -1.849
O -6.704 -0.517 -1.952
H -3.867 -1.602 -3.369
H -4.953 -0.546 -4.117
H -5.591 -2.078 -3.525
H -4.980 -1.255 -1.134
H -4.947 1.396 -2.728
H -3.605 0.791 -1.813
H -5.170 1.274 -0.990
H -6.962 -0.229 -1.070
C 1.309 -1.561 4.537
C 1.288 -1.823 3.026
C 2.602 -2.402 2.544
O 0.184 -2.682 2.729
H 1.393 -2.505 5.091
H 0.469 -0.981 4.907
H 2.248 -1.048 4.770
H 1.117 -0.836 2.593
H 3.458 -1.957 3.058
H 2.787 -2.235 1.483
H 2.662 -3.476 2.743
H 0.312 -3.503 3.213
```

Atom charges from the Löwdin analysis, given in e for atoms 1 to 8: -0.671, 0.137, 0.138, 0.133, 0.552, -0.282, -0.304, -0.320

---

6.
Entry from the OMol25 dataset: a 2-piece molecular cluster, C4H9N2O2 overall at a distorted geometry (ωB97M-V/def2-TZVPD).

## Properties
Charge: -1
Largest force on an atom (hartree/bohr): 0.0259
Energy relative to the best compared isomer or geometry (same formula, charge and spin) (kcal per mole): 45.6
2S+1: 1
Molecular weight (g mol⁻¹): 117.13
Frontier orbital gap (Eh): 0.2830

The geometry in XYZ format:
```
17
C4H9N2O2 | the OMol25 dataset | ωB97M-V/def2-TZVPD
O 0.502 0.572 -2.513
C -0.135 0.662 -1.440
N -0.748 1.606 -0.774
C -0.518 1.323 2.476
O -0.822 0.400 3.183
C -0.236 -0.705 -0.662
C 0.895 -0.838 0.350
N -0.168 -1.902 -1.540
H -0.733 2.568 -1.094
H 0.536 1.744 2.422
H -1.307 1.776 1.861
H -1.136 -0.855 -0.065
H 0.577 -1.473 1.175
H 1.826 -1.310 -0.054
H 1.163 0.123 0.851
H -0.523 -1.663 -2.468
H 0.828 -2.026 -1.708
```

Atom charges from the natural (NBO) analysis, given in e for atoms 1 to 8: -0.790, 0.594, -0.970, 0.286, -0.551, -0.145, -0.602, -0.848